Density functional theory data (ωB97M-V with the def2-TZVPD basis set) for 8 unconnected molecules or ions with the total composition C18H52N6O8 at a distorted geometry.

HOMO level	-9.0	eV
HOMO-LUMO gap	9.407	eV
SMILES string	NC(N)=O.NC(N)=O.NC(N)=O.CC(C)O.CC(C)O.CC(C)O.CC(C)O.CC(C)O
E	-44823.7440	eV
LUMO energy	0.36	eV
relative energy (zero: lowest compared OMol25 entry of this formula, charge and spin)	209.61	kcal per mole

Last columns: bonded neighbours and bond lengths (Å).
Positions of all 84 atoms, in Å:
1 N -3.75837 -0.24820 1.25344  C2 1.286, H5 1.011, H6 1.011
2 C -3.35849 0.17424 0.10620  N1 1.286, N3 1.293, O4 1.370
3 N -4.20962 0.21880 -0.86612  C2 1.293, H7 1.010, H8 1.094
4 O -2.10132 0.63620 -0.18261  C2 1.370
5 H -3.09376 -0.12001 2.00492  N1 1.011
6 H -4.74520 -0.29823 1.46529  N1 1.011
7 H -3.94813 0.61920 -1.75620  N3 1.010
8 H -5.20288 -0.22576 -0.75698  N3 1.094
9 N 0.30733 0.32540 1.23533  C10 1.300, H13 1.027, H14 1.052
10 C -0.03598 0.15745 2.47787  N9 1.300, N11 1.272, O12 1.414
11 N 0.94820 -0.02036 3.26420  C10 1.272, H15 0.985, H16 1.020
12 O -1.37554 0.15458 2.93102  C10 1.414
13 H -0.47193 0.43184 0.57495  N9 1.027
14 H 1.23876 0.65809 0.87701  N9 1.052
15 H 0.86288 -0.23398 4.22152  N11 0.985
16 H 1.89561 0.03003 2.89041  N11 1.020
17 N 1.62011 -2.49407 1.27757  C18 1.259, H21 1.028, H22 1.086
18 C 2.86956 -2.49748 1.42880  N17 1.259, N19 1.337, O20 1.434
19 N 3.41601 -3.63690 0.99230  C18 1.337, H23 1.013, H24 1.040
20 O 3.62122 -1.61327 2.27128  C18 1.434
21 H 1.17786 -1.74239 1.82183  N17 1.028
22 H 1.25498 -2.86655 0.32482  N17 1.086
23 H 4.37112 -3.83174 1.26618  N19 1.013
24 H 2.80106 -4.23464 0.40412  N19 1.040
25 C 4.93796 2.36668 0.37069  C26 1.542, H29 1.130, H30 1.137, H31 1.121
26 C 3.95117 1.90794 1.46275  C25 1.542, C27 1.520, O28 1.233, H32 1.116
27 C 2.85279 2.89961 1.81122  C26 1.520, H33 0.982, H34 1.063, H35 1.049
28 O 3.30557 0.98164 0.96762  C26 1.233, H36 0.957
29 H 4.41995 2.35339 -0.63385  C25 1.130
30 H 5.78127 1.61209 0.25972  C25 1.137
31 H 5.29649 3.41182 0.56269  C25 1.121
32 H 4.48301 1.32915 2.25443  C26 1.116
33 H 2.39530 2.77879 2.67197  C27 0.982
34 H 2.11339 3.03414 1.05895  C27 1.063
35 H 3.39696 3.79321 1.88324  C27 1.049
36 H 3.93983 0.27612 0.84026  O28 0.957
37 C -1.49588 5.64682 0.84346  C38 1.532, H41 1.104, H42 1.073, H43 1.086
38 C -0.31956 4.81975 0.31483  C37 1.532, C39 1.505, O40 1.281, H44 1.052
39 C -0.58012 3.33926 0.38507  C38 1.505, H45 1.069, H46 1.060, H47 1.049
40 O -0.01640 5.12888 -0.89080  C38 1.281, H48 0.920
41 H -2.27633 5.68199 0.06333  C37 1.104
42 H -1.11659 6.63771 1.00328  C37 1.073
43 H -1.73030 5.09552 1.74964  C37 1.086
44 H 0.45005 4.94108 1.02224  C38 1.052
45 H -0.64461 2.91924 1.36586  C39 1.069
46 H 0.16662 2.72400 -0.04758  C39 1.060
47 H -1.49477 3.12844 -0.08267  C39 1.049
48 H 0.90042 5.20189 -0.88557  O40 0.920
49 C 1.09009 -0.09346 -1.67925  C50 1.580, H53 1.106, H54 1.073, H55 1.128
50 C 1.63561 0.94515 -2.73745  C49 1.580, C51 1.491, O52 1.231, H56 1.108
51 C 1.56990 2.31148 -2.14502  C50 1.491, H57 1.056, H58 1.108, H59 1.063
52 O 2.79086 0.73501 -3.10628  C50 1.231, H60 0.951
53 H 1.08267 -1.10217 -2.13350  C49 1.106
54 H 0.13952 0.32033 -1.40124  C49 1.073
55 H 1.84523 -0.15273 -0.84298  C49 1.128
56 H 0.95821 0.94096 -3.61466  C50 1.108
57 H 1.96148 3.12996 -2.68447  C51 1.056
58 H 2.06021 2.28662 -1.15168  C51 1.108
59 H 0.55161 2.55530 -1.95931  C51 1.063
60 H 2.78378 0.66310 -4.05460  O52 0.951
61 C -1.09449 -3.49327 -3.54775  C62 1.538, H65 1.142, H66 1.084, H67 1.106
62 C -1.62233 -2.16846 -2.97230  C61 1.538, C63 1.517, O64 1.298, H68 1.075
63 C -3.10091 -1.86098 -3.11825  C62 1.517, H69 1.057, H70 1.089, H71 1.078
64 O -1.30893 -2.07641 -1.71583  C62 1.298, H72 0.919
65 H -1.34756 -4.41437 -2.92117  C61 1.142
66 H -0.04239 -3.67950 -3.72985  C61 1.084
67 H -1.74103 -3.66755 -4.42842  C61 1.106
68 H -1.06540 -1.38433 -3.45262  C62 1.075
69 H -3.41660 -1.94355 -4.12391  C63 1.057
70 H -3.34634 -0.80611 -3.00193  C63 1.089
71 H -3.76849 -2.24363 -2.36323  C63 1.078
72 H -1.74029 -1.38625 -1.28873  O64 0.919
73 C -2.34681 -3.33152 2.61750  C74 1.593, H77 1.074, H78 1.146, H79 1.089
74 C -2.16775 -3.39433 1.03618  C73 1.593, C75 1.520, O76 1.276, H80 1.110
75 C -2.05320 -4.82846 0.54560  C74 1.520, H81 1.068, H82 1.087, H83 1.160
76 O -3.10411 -2.85371 0.35778  C74 1.276, H84 0.910
77 H -1.54824 -2.74307 3.02864  C73 1.074
78 H -2.45403 -4.40009 3.01793  C73 1.146
79 H -3.28474 -2.81983 2.82896  C73 1.089
80 H -1.22419 -2.85475 0.81090  C74 1.110
81 H -1.43568 -5.43135 1.17495  C75 1.068
82 H -1.72661 -4.84848 -0.49120  C75 1.087
83 H -3.10266 -5.27413 0.76132  C75 1.160
84 H -3.22608 -1.98681 0.60794  O76 0.910